Below is a cluster of 8 separate species, C32H49N5O6S3 in total at a distorted geometry, with properties calculated with wB97M-V/def2-TZVPD.

Bonds (Å) are listed after each position.
Atoms and positions in Å:
1 C -0.89423 3.72741 4.47214  C2 1.493, C7 1.618, H8 1.090, H9 1.090
2 C -0.83063 5.18965 4.17835  C1 1.493, C3 1.495, H10 1.090, H11 1.090
3 C -1.58693 5.92676 5.23643  C2 1.495, S4 1.889, H12 1.090, H13 1.090
4 S -3.16994 4.96475 5.60885  C3 1.889, O5 1.487, O6 1.415, C7 1.934
5 O -4.33927 5.52162 4.87896  S4 1.487
6 O -3.34424 4.64047 6.97491  S4 1.415
7 C -2.45033 3.38645 4.75312  C1 1.618, S4 1.934, H14 1.090, H15 1.090
8 H -0.32418 3.37302 5.33097  C1 1.090
9 H -0.52260 3.10464 3.65841  C1 1.090
10 H -1.21617 5.55258 3.22560  C2 1.090
11 H 0.19429 5.55764 4.22535  C2 1.090
12 H -1.76496 6.97400 4.99208  C3 1.090
13 H -0.93607 5.92688 6.11078  C3 1.090
14 H -2.97056 3.37338 3.79537  C7 1.090
15 H -2.68227 2.51004 5.35829  C7 1.090
16 C 5.28243 -3.35809 0.91591  C17 1.559, C22 1.536, H23 1.090, H24 1.090
17 C 4.02192 -3.00664 0.06936  C16 1.559, C18 1.536, H25 1.090, H26 1.090
18 C 4.15547 -1.54197 -0.37195  C17 1.536, S19 1.857, H27 1.090, H28 1.090
19 S 5.95861 -1.16752 -0.60757  C18 1.857, O20 1.458, O21 1.428, C22 1.782
20 O 6.43589 -0.13364 0.30364  S19 1.458
21 O 6.52750 -1.43779 -1.88965  S19 1.428
22 C 6.47511 -2.61093 0.30032  C16 1.536, S19 1.782, H29 1.090, H30 1.090
23 H 5.43344 -4.42780 0.77086  C16 1.090
24 H 4.92792 -3.07276 1.90637  C16 1.090
25 H 3.03939 -2.99039 0.54105  C17 1.090
26 H 3.92833 -3.67166 -0.78917  C17 1.090
27 H 3.84047 -0.96217 0.49563  C18 1.090
28 H 3.61331 -1.38875 -1.30505  C18 1.090
29 H 7.19354 -2.14745 0.97644  C22 1.090
30 H 7.01739 -3.09760 -0.51035  C22 1.090
31 C 0.24493 -6.92066 -2.43856  C32 1.525, C37 1.558, H38 1.090, H39 1.090
32 C 1.64066 -7.03316 -3.04250  C31 1.525, C33 1.467, H40 1.090, H41 1.090
33 C 2.11453 -5.82734 -3.72972  C32 1.467, S34 1.902, H42 1.090, H43 1.090
34 S 0.96168 -4.46199 -3.07709  C33 1.902, O35 1.483, O36 1.516, C37 1.836
35 O 0.04370 -3.98417 -4.13996  S34 1.483
36 O 1.77563 -3.42331 -2.33081  S34 1.516
37 C 0.07405 -5.49108 -1.84273  C31 1.558, S34 1.836, H44 1.090, H45 1.090
38 H 0.08816 -7.58482 -1.58861  C31 1.090
39 H -0.47621 -7.11163 -3.23328  C31 1.090
40 H 1.75062 -7.79502 -3.81423  C32 1.090
41 H 2.27587 -7.19649 -2.17191  C32 1.090
42 H 2.01924 -5.75744 -4.81329  C33 1.090
43 H 3.16424 -5.65617 -3.49115  C33 1.090
44 H -0.89986 -5.05662 -1.61725  C37 1.090
45 H 0.83046 -5.36992 -1.06732  C37 1.090
46 N 2.45413 2.40631 -3.02812  C47 1.351, C50 1.398, H51 1.010
47 C 3.27287 1.33295 -2.98444  N46 1.351, C48 1.407, H52 1.080
48 C 4.56653 1.70379 -2.57296  C47 1.407, C49 1.389, H53 1.080
49 C 4.48256 3.04013 -2.20481  C48 1.389, C50 1.407, H54 1.080
50 C 3.25037 3.50763 -2.69895  N46 1.398, C49 1.407, H55 1.080
51 H 1.44806 2.32792 -2.98602  N46 1.010
52 H 2.88567 0.36979 -3.28248  C47 1.080
53 H 5.44763 1.08804 -2.46852  C48 1.080
54 H 5.25322 3.59157 -1.68674  C49 1.080
55 H 2.81477 4.49088 -2.79832  C50 1.080
56 N -4.65955 4.73790 2.08702  C57 1.366, C60 1.381, H61 1.010
57 C -4.70767 3.49716 1.51827  N56 1.366, C58 1.386, H62 1.080
58 C -3.58042 3.25455 0.74928  C57 1.386, C59 1.436, H63 1.080
59 C -2.73406 4.40916 0.86175  C58 1.436, C60 1.392, H64 1.080
60 C -3.45743 5.27758 1.67349  N56 1.381, C59 1.392, H65 1.080
61 H -5.36846 5.16063 2.66912  N56 1.010
62 H -5.67253 3.01254 1.54229  C57 1.080
63 H -3.36668 2.44347 0.06893  C58 1.080
64 H -1.74382 4.69721 0.54108  C59 1.080
65 H -3.06892 6.25676 1.91155  C60 1.080
66 N -1.71935 -0.89468 1.88788  C67 1.363, C70 1.345, H71 1.010
67 C -1.49450 -0.47629 3.16590  N66 1.363, C68 1.393, H72 1.080
68 C -2.26065 -1.34181 3.94251  C67 1.393, C69 1.373, H73 1.080
69 C -3.01493 -2.08991 3.07321  C68 1.373, C70 1.331, H74 1.080
70 C -2.61674 -1.89421 1.81819  N66 1.345, C69 1.331, H75 1.080
71 H -1.26178 -0.51325 1.07226  N66 1.010
72 H -0.86201 0.25105 3.65306  C67 1.080
73 H -2.46888 -1.36344 5.00203  C68 1.080
74 H -3.88874 -2.67010 3.33055  C69 1.080
75 H -2.97368 -2.17623 0.83868  C70 1.080
76 N -0.76846 1.93353 -0.73234  C77 1.384, C80 1.393, H81 1.010
77 C -0.63743 0.76022 -1.45493  N76 1.384, C78 1.389, H82 1.080
78 C 0.54300 0.06482 -1.22495  C77 1.389, C79 1.418, H83 1.080
79 C 1.17892 1.00221 -0.37215  C78 1.418, C80 1.426, H84 1.080
80 C 0.35781 2.07929 0.07399  N76 1.393, C79 1.426, H85 1.080
81 H -1.52013 2.60158 -0.82625  N76 1.010
82 H -1.43494 0.58731 -2.16238  C77 1.080
83 H 0.90050 -0.82788 -1.71654  C78 1.080
84 H 2.19244 0.86760 -0.02421  C79 1.080
85 H 0.42654 2.85217 0.82520  C80 1.080
86 N -4.00436 -1.78333 -4.74041  C87 1.324, C90 1.305, H91 1.010
87 C -5.24558 -1.57562 -4.32786  N86 1.324, C88 1.430, H92 1.080
88 C -5.17266 -0.62086 -3.26530  C87 1.430, C89 1.340, H93 1.080
89 C -3.87591 -0.46947 -2.96207  C88 1.340, C90 1.394, H94 1.080
90 C -3.17450 -1.19551 -3.92302  N86 1.305, C89 1.394, H95 1.080
91 H -3.71784 -2.46952 -5.42391  N86 1.010
92 H -6.13680 -1.99909 -4.76696  C87 1.080
93 H -5.98775 -0.12109 -2.76307  C88 1.080
94 H -3.40226 0.04632 -2.13986  C89 1.080
95 H -2.09594 -1.21413 -3.97565  C90 1.080

charge	0
relative energy (zero: lowest compared OMol25 entry of this formula, charge and spin)	3.1346	eV
energy	-3168.27067	a.u.
HOMO	-7.599	eV
SMILES	O=S1(=O)CCCC1.O=S1(=O)CCCC1.O=S1(=O)CCCC1.c1cc[nH]c1.c1cc[nH]c1.c1cc[nH]c1.c1cc[nH]c1.c1cc[nH]c1


Below is the molecule C3H2ClNO2 at a distorted geometry, with properties calculated with wB97M-V/def2-TZVPD.

Bonds (Å) are listed after each position.
Atoms and positions in Å:
1 C -0.63231 -0.97054 -1.04308  C2 1.393, N4 1.435, O5 1.172
2 C -1.55832 -0.31744 -0.23220  C1 1.393, N4 1.393, O6 1.181
3 C 0.87230 0.71793 0.47108  N4 1.410, Cl7 1.836, H8 1.217, H9 1.061
4 N -0.21764 0.04360 -0.11611  C1 1.435, C2 1.393, C3 1.410
5 O -0.12030 -1.73607 -1.76811  C1 1.172
6 O -2.56766 -0.03710 0.31247  C2 1.181
7 Cl 2.00321 -0.37959 1.41387  C3 1.836
8 H 0.77589 1.59729 1.30707  C3 1.217
9 H 1.44482 1.08193 -0.34496  C3 1.061

charge	0
relative energy (zero: lowest compared OMol25 entry of this formula, charge and spin)	2.4788	eV
energy	-780.86013	a.u.
HOMO	-10.991	eV
SMILES	O=c1c(=O)n1CCl


Below is the molecule CHCl3O at a distorted geometry, with properties calculated with wB97M-V/def2-TZVPD.

Bonds (Å) are listed after each position.
Atoms and positions in Å:
1 C -0.32555 0.69626 0.83593  Cl3 1.651, Cl4 1.697, H6 1.166
2 O 0.66524 -0.57180 -1.98624  Cl5 1.528
3 Cl -0.60582 -0.93075 0.85537  C1 1.651, Cl5 2.525
4 Cl 0.89093 1.48200 1.72060  C1 1.697
5 Cl 0.20491 -1.87801 -1.34019  O2 1.528, Cl3 2.525
6 H -0.82971 1.20229 -0.08546  C1 1.166

charge	0
relative energy (zero: lowest compared OMol25 entry of this formula, charge and spin)	3.3298	eV
energy	-1494.30768	a.u.
HOMO (alpha / beta)	-9.832 / -8.494	eV


Below is the ion C3H4NS with charge +1 at a distorted geometry, with properties calculated with wB97M-V/def2-TZVPD.

Bonds (Å) are listed after each position.
Atoms and positions in Å:
1 C -1.09249 -0.28344 0.37590  C2 1.222, N4 1.277
2 C -0.67581 0.74711 0.88350  C1 1.222, S5 1.650
3 C 1.50495 0.93866 -0.06191  S5 1.656, H6 1.161, H7 1.153
4 N -1.21957 -1.37403 -0.27711  C1 1.277, H8 0.994, H9 0.989
5 S 0.73891 1.48543 1.30109  C2 1.650, C3 1.656
6 H 2.23151 1.80118 -0.33827  C3 1.161
7 H 1.14214 0.24564 -0.90933  C3 1.153
8 H -1.33688 -2.18223 0.28978  N4 0.994
9 H -1.29276 -1.37832 -1.26365  N4 0.989

2S+1	3
charge	+1
relative energy (zero: lowest compared OMol25 entry of this formula, charge and spin)	1.5985	eV
energy	-569.16701	a.u.
HOMO (alpha / beta)	-12.727 / -15.085	eV


Below is the molecule C3H5NO at a distorted geometry, with properties calculated with wB97M-V/def2-TZVPD.

Bonds (Å) are listed after each position.
Atoms and positions in Å:
1 O 2.02937 -0.91221 -0.18999  C2 1.218
2 C 1.53250 0.17329 0.04930  O1 1.218, N3 1.338, H6 1.096
3 N 0.20662 0.23315 0.21545  C2 1.338, C4 1.409, C5 1.395
4 C -1.12396 0.68037 0.08823  N3 1.409, C5 1.594, H7 1.095, H8 1.103
5 C -0.63340 -0.81652 -0.15840  N3 1.395, C4 1.594, H9 1.099, H10 1.102
6 H 2.09065 1.10632 0.18479  C2 1.096
7 H -1.63402 0.91263 1.02880  C4 1.095
8 H -1.31912 1.47084 -0.65651  C4 1.103
9 H -0.47396 -1.23395 -1.16292  C5 1.099
10 H -0.67468 -1.61394 0.60125  C5 1.102

charge	0
relative energy (zero: lowest compared OMol25 entry of this formula, charge and spin)	2.0650	eV
energy	-247.23135	a.u.
HOMO	-9.538	eV
SMILES	O=CN1CC1


Below is the molecule C6H6N2O4 at a distorted geometry, with properties calculated with wB97M-V/def2-TZVPD.

Bonds (Å) are listed after each position.
Atoms and positions in Å:
1 C -0.93689 -1.65962 0.20926  C2 1.319, C5 1.432, H13 1.132
2 C -1.55350 -0.49936 0.09093  C1 1.319, N8 1.421
3 C -0.34487 1.27857 0.38195  N7 1.343, O9 1.165
4 C 1.29065 -0.53019 -0.18731  C5 1.479, N7 1.434, O10 1.197
5 C 0.47681 -1.59851 0.43181  C1 1.432, C4 1.479, H14 1.143, H15 1.130
6 C 1.92032 1.75246 -0.45057  N7 1.476, H16 1.153, H17 1.139, H18 1.194
7 N 0.84533 0.82588 -0.04629  C3 1.343, C4 1.434, C6 1.476
8 N -2.88561 -0.03923 -0.09191  C2 1.421, O11 1.195, O12 1.202
9 O -0.88621 2.26597 0.67922  C3 1.165
10 O 2.35949 -0.75005 -0.67988  C4 1.197
11 O -3.70566 -0.21498 0.75911  N8 1.195
12 O -3.09062 0.39595 -1.19384  N8 1.202
13 H -1.54668 -2.61245 0.17725  C1 1.132
14 H 0.61514 -1.85849 1.53586  C5 1.143
15 H 0.79827 -2.52269 -0.13313  C5 1.130
16 H 2.62873 1.18441 -1.16138  C6 1.153
17 H 1.31022 2.66499 -0.75456  C6 1.139
18 H 2.70507 1.91738 0.43350  C6 1.194

charge	0
relative energy (zero: lowest compared OMol25 entry of this formula, charge and spin)	5.1746	eV
energy	-642.48825	a.u.
HOMO	-9.775	eV